149
Properties=species:S:1:pos:R:3:forces:R:3:mulliken_charge:R:1 method="wB97M-V/def2-TZVPD" charge=+1 lumo_ev=-3.695 e_tot_ev=-648467.133 max_force_ev_per_a=1.62 multiplicity=1 gap_ev=8.012
C 6.36254 -4.12994 -0.81478 -0.2 0.1 0.0 -1.663
C 5.92882 -2.90273 -0.00744 0.6 0.1 -0.3 0.678
C 5.83618 -1.66357 -0.91185 0.0 -0.1 1.1 -0.724
C 4.65726 -3.11119 0.85926 0.5 -0.1 -0.4 -1.620
C 3.39802 -3.12633 0.01890 1.3 0.0 1.0 0.392
C 3.24753 -4.23663 -0.78739 -0.3 -0.5 -0.2 -0.799
C 2.14834 -4.33557 -1.59151 0.4 -1.0 -0.5 -1.086
C 1.24590 -3.33102 -1.59909 -1.0 -0.1 -0.6 0.234
N 1.38981 -2.28163 -0.81347 -0.7 1.4 0.0 0.674
N 0.36841 -1.29918 -0.86486 0.1 0.3 -0.3 -0.733
C 2.44438 -2.13635 0.01092 0.1 0.0 0.0 1.251
C 2.61000 -0.95286 0.96687 -0.7 0.0 0.2 0.551
F 1.66480 -0.00572 0.86788 0.1 -0.1 0.0 -0.295
F 2.55530 -1.42112 2.21815 0.1 0.1 0.0 -0.249
F 3.77438 -0.34891 0.77219 0.2 0.0 0.0 -0.164
H 6.46220 -5.01382 -0.17925 -0.1 -0.1 -0.1 0.382
H 7.33033 -3.95793 -1.28707 0.0 0.1 0.1 0.349
H 5.66983 -4.31233 -1.64042 0.1 -0.2 0.0 0.379
H 6.74147 -2.70282 0.69802 -0.1 -0.1 0.1 0.528
H 4.86507 -1.64101 -1.40728 0.2 0.2 -0.4 -0.273
H 6.66777 -1.61486 -1.60565 -0.2 -0.2 -0.2 0.609
H 5.95246 -0.79236 -0.26682 -0.3 0.2 -0.2 0.070
H 4.66148 -2.35860 1.63906 -0.2 0.0 0.0 0.521
H 4.71161 -4.09693 1.34025 0.1 0.5 -0.2 0.203
H 3.97646 -5.03013 -0.77684 0.0 0.0 0.2 0.905
H 1.97234 -5.16873 -2.25634 0.1 -0.1 0.0 0.558
H 0.37944 -3.37239 -2.24464 -0.1 0.2 0.1 -0.168
H -0.20255 -1.48768 -1.68960 -0.1 -0.3 0.1 0.005
H 0.81301 -0.40596 -1.06620 0.0 0.0 0.2 0.343
C -2.88075 -2.90967 -1.02038 -0.1 -0.1 0.2 0.175
Cl -2.32220 -2.66106 -2.68645 0.1 0.2 -0.1 -0.161
Cl -2.60598 -4.57413 -0.49670 0.1 0.0 0.0 -0.143
H -2.33326 -2.24278 -0.36634 0.0 0.0 0.0 -0.333
H -3.93992 -2.69206 -0.97166 0.0 -0.1 -0.1 0.468
C 6.92384 2.23166 -1.11272 -0.1 0.0 0.0 -0.240
Cl 8.09636 0.91134 -1.09027 0.1 0.1 0.0 -0.131
Cl 7.55606 3.64995 -1.95381 0.0 0.1 0.1 -0.125
H 6.02814 1.89749 -1.62567 0.1 0.0 -0.1 0.163
H 6.68935 2.50483 -0.09009 0.1 0.1 0.0 0.357
C -1.96841 -0.38895 2.19678 0.2 0.2 0.0 0.185
Cl -1.96330 -2.15429 2.28690 0.1 0.0 0.0 -0.158
Cl -3.47459 0.23500 1.49451 0.2 -0.1 0.1 -0.128
H -1.86369 0.00814 3.20066 -0.1 -0.1 -0.1 0.145
H -1.13692 -0.06848 1.57726 -0.1 -0.1 -0.1 -0.087
C 4.73646 -1.67760 -4.97180 0.3 0.1 0.0 0.637
Cl 3.33585 -1.93288 -3.89623 -0.1 0.1 -0.1 -0.016
Cl 6.22446 -2.28725 -4.25351 -0.1 0.0 -0.2 -0.087
H 4.55683 -2.20162 -5.90108 -0.1 -0.1 0.1 -0.157
H 4.84247 -0.61412 -5.15545 0.0 0.0 0.1 -0.371
C 6.90130 3.25735 -5.41146 0.1 0.2 0.0 -0.242
Cl 6.10909 1.70667 -5.74856 0.0 -0.1 0.0 -0.033
Cl 6.65776 4.39918 -6.73596 0.0 0.0 0.0 -0.171
H 6.47951 3.67463 -4.50649 -0.1 0.0 -0.1 0.099
H 7.96418 3.08841 -5.28369 0.0 -0.1 -0.1 0.318
C 3.71418 -5.32687 4.10633 0.1 0.0 0.2 -0.263
Cl 3.11781 -5.42883 2.43806 -0.4 -0.3 0.2 -0.117
Cl 3.78970 -6.91216 4.86669 -0.1 0.0 0.0 -0.136
H 4.71100 -4.89836 4.09302 0.0 -0.1 -0.1 0.237
H 3.04215 -4.69506 4.67541 -0.1 -0.1 -0.1 0.333
C -4.44406 3.83786 1.85850 0.0 -0.2 0.0 0.295
Cl -3.47571 5.11478 1.10701 0.1 0.0 0.0 -0.183
Cl -6.15818 4.26024 1.89553 0.0 0.0 0.1 -0.141
H -4.32490 2.92432 1.28669 0.0 0.1 -0.1 -0.108
H -4.09520 3.68931 2.87505 0.0 0.1 0.0 0.105
C -3.12239 -0.33192 6.40813 0.1 -0.2 0.0 -0.254
Cl -3.94531 -1.84985 6.02616 0.0 0.0 0.0 -0.176
Cl -3.21471 0.81295 5.06065 -0.1 0.1 0.2 0.017
H -3.59157 0.11389 7.27318 -0.1 0.0 -0.1 0.200
H -2.07929 -0.54177 6.61333 0.0 0.0 -0.1 0.260
C 10.30792 -3.24591 -5.08782 0.1 0.1 -0.1 -0.350
Cl 9.23441 -3.90034 -3.83970 0.1 -0.1 0.1 -0.098
Cl 9.40915 -2.37780 -6.33500 0.0 0.0 0.0 -0.116
H 11.00540 -2.56123 -4.61981 -0.1 0.0 0.0 0.262
H 10.84145 -4.06830 -5.54966 -0.1 0.0 0.0 0.318
C -1.36658 -5.52850 -5.25848 0.0 0.0 -0.2 -0.476
Cl -0.89553 -4.11626 -6.20854 0.0 0.0 0.0 -0.105
Cl -0.73915 -5.43217 -3.60529 0.1 -0.4 0.0 -0.075
H -2.44847 -5.57832 -5.21263 0.0 0.1 0.1 0.323
H -0.96841 -6.41944 -5.72950 0.1 0.0 0.0 0.350
C 2.92548 -2.92537 -8.49485 -0.1 0.0 -0.2 -0.315
Cl 2.89204 -3.91232 -7.02943 -0.1 -0.1 0.0 -0.121
Cl 4.45092 -2.04091 -8.64730 0.1 -0.2 -0.2 -0.117
H 2.80703 -3.57035 -9.35792 0.1 -0.1 0.1 0.396
H 2.11280 -2.21122 -8.44621 0.0 0.0 0.1 0.181
C -0.38530 3.59974 6.91895 0.0 0.2 0.0 -0.389
Cl -0.28353 1.83550 7.03248 0.1 0.0 0.0 -0.140
Cl -1.90264 4.14593 6.19897 0.2 0.1 -0.1 -0.074
H -0.30970 4.01152 7.91869 -0.1 -0.1 0.0 0.302
H 0.43716 3.95186 6.30752 0.0 -0.1 0.0 0.314
C 6.62442 -8.70808 6.92171 -0.1 -0.1 0.0 -0.184
Cl 7.78753 -10.03399 6.97595 0.0 0.0 0.0 -0.147
Cl 7.29690 -7.27900 6.12491 0.0 0.1 0.0 -0.148
H 5.75022 -9.03354 6.36925 0.1 0.0 -0.1 0.186
H 6.34979 -8.44231 7.93586 0.1 0.0 0.0 0.290
C -5.79783 2.81133 7.53604 0.0 0.0 0.0 -0.162
Cl -5.88059 3.83272 6.09763 0.0 0.0 -0.1 -0.131
Cl -4.12054 2.44700 7.97849 -0.2 0.1 0.4 -0.173
H -6.26836 3.32960 8.36058 0.1 0.1 0.0 0.242
H -6.31813 1.88301 7.33520 0.1 0.0 -0.1 0.198
C -9.62964 2.95465 9.02887 -0.2 0.0 -0.2 0.010
Cl -8.57312 1.54845 9.23201 0.0 0.0 0.1 -0.174
Cl -8.81151 4.29533 8.20836 -0.1 0.0 0.0 -0.169
H -10.48879 2.66273 8.43478 0.3 0.0 0.0 0.041
H -9.94774 3.29082 10.00661 0.1 0.0 0.0 0.255
C -4.82586 -0.11896 -3.37434 0.0 -0.1 -0.1 -0.046
Cl -4.36354 1.25781 -4.37845 0.0 0.0 0.0 -0.143
Cl -4.12965 -0.00874 -1.74962 -0.1 0.2 0.0 -0.065
H -5.90407 -0.14127 -3.28781 0.0 0.1 0.1 0.100
H -4.46800 -1.02907 -3.84431 0.1 0.0 0.0 0.144
C 1.75755 0.71575 -6.11016 0.0 0.1 0.0 -0.206
Cl 0.28468 -0.22157 -5.83249 0.0 0.0 0.1 -0.117
Cl 2.55424 0.24966 -7.62091 -0.1 0.3 0.3 -0.073
H 1.50023 1.76761 -6.16067 -0.1 0.0 -0.1 0.403
H 2.44276 0.53515 -5.28895 0.0 -0.1 0.0 -0.024
C -10.22280 3.76276 1.92209 0.0 0.1 0.0 0.253
Cl -10.84030 3.80050 3.57728 0.0 0.1 0.0 -0.137
Cl -10.50705 2.19453 1.15700 0.0 0.0 -0.1 -0.152
H -10.72454 4.52978 1.34379 -0.1 -0.1 0.0 0.266
H -9.15538 3.95026 1.94415 0.0 -0.1 0.1 -0.207
C -8.07209 0.30465 -5.71689 0.0 0.0 -0.1 -0.237
Cl -7.96896 1.09596 -4.14034 -0.2 0.1 0.0 -0.125
Cl -8.23716 -1.44863 -5.55592 0.0 0.0 0.0 -0.152
H -8.93589 0.69165 -6.24449 -0.1 0.0 0.1 0.315
H -7.16538 0.51926 -6.27172 0.0 0.0 0.1 0.231
C -8.44329 6.23709 11.65893 0.0 0.1 0.0 -0.269
Cl -8.46419 4.47309 11.78755 0.2 0.0 0.2 -0.136
Cl -9.91903 6.85351 10.90970 0.0 0.0 0.0 -0.137
H -8.35630 6.65578 12.65470 -0.1 -0.1 0.0 0.321
H -7.59430 6.52984 11.05187 -0.1 -0.1 -0.1 0.241
C 4.92429 1.30897 -10.02116 -0.1 0.1 0.0 0.038
Cl 4.67773 2.39302 -11.39444 -0.1 0.0 0.0 -0.177
Cl 6.63535 0.95268 -9.76474 0.0 -0.1 0.1 -0.151
H 4.53300 1.78282 -9.12848 0.1 0.1 0.0 0.145
H 4.40114 0.37934 -10.21287 0.1 0.0 -0.1 0.144
C -13.75466 1.53142 9.16393 -0.1 -0.1 0.1 -0.247
Cl -12.67663 0.14791 9.37560 0.0 0.0 0.0 -0.141
Cl -12.93706 2.87013 8.34625 -0.3 0.1 -0.1 -0.134
H -14.60464 1.22617 8.56504 0.1 0.0 -0.1 0.281
H -14.08397 1.87034 10.13918 0.1 0.0 0.0 0.271
C -3.84848 6.69350 -2.36776 0.1 0.1 0.0 0.062
Cl -5.22796 7.79157 -2.46650 0.0 0.0 0.0 -0.155
Cl -4.19278 5.14245 -3.14312 0.1 -0.1 0.0 -0.099
H -3.00193 7.15150 -2.86628 -0.1 0.0 -0.1 0.278
H -3.61865 6.51627 -1.32342 -0.1 -0.1 0.0 -0.065
C 8.03660 7.86080 -5.75207 0.0 0.0 -0.1 -0.183
Cl 8.00693 6.89539 -4.26959 -0.1 -0.1 0.1 -0.116
Cl 9.55175 8.74946 -5.92170 0.0 0.0 0.0 -0.151
H 7.92437 7.19437 -6.59971 0.1 -0.1 0.1 0.156
H 7.21702 8.56913 -5.72004 0.0 0.0 0.1 0.300